[1]
Below is a molecular structure, C42H42AsF6O14Sn, with properties calculated with ωB97M-V/def2-TZVPD.

Net charge ... 0
Multiplicity ... 2
Orbital gap (alpha / beta) ... 4.464 / 4.611 eV
HOMO energy (alpha / beta) ... -7.644 / -7.644 eV
Expectation value of S² ... 0.753

```
106
Properties=species:S:1:pos:R:3:forces:R:3:mulliken_spin:R:1
Sn -2.952108 1.297061 4.554208 0.6 -0.6 -1.2 1.040
As 0.198122 1.180081 1.228068 -0.6 1.0 -0.4 0.001
F -0.805168 2.483411 0.447408 1.3 -1.9 0.8 0.001
F -0.973618 -0.104499 0.701878 2.0 1.4 0.0 -0.004
F 1.154412 -0.023389 2.131478 -0.7 0.7 -1.1 0.001
F 1.323012 2.379021 1.837638 -0.7 -0.5 -0.4 -0.002
F -0.843918 1.421751 2.688318 0.3 -0.2 -0.3 -0.022
F 1.187022 0.991041 -0.250512 -1.3 -0.1 1.9 0.000
C -6.122978 4.602391 -2.306252 0.0 1.0 -1.1 0.000
C -5.305698 4.310901 -1.253982 -1.0 -0.2 0.6 0.000
C -4.117468 3.687411 -1.525692 0.8 -0.4 0.1 0.000
C -3.671868 3.378241 -2.788682 0.2 -0.9 0.8 0.000
C -4.416648 3.793931 -3.837262 -0.3 1.3 -0.9 0.000
C -5.592398 4.484161 -3.574812 0.9 -0.1 -0.1 0.000
O -6.136028 5.215641 -4.577952 -1.4 0.2 -1.6 0.000
O -3.378688 3.381121 -0.476112 0.5 -0.4 2.7 0.001
H -7.051268 5.154311 -2.299582 -0.2 0.0 0.6 0.000
H -5.601828 4.514141 -0.235452 0.1 -0.1 0.1 0.000
H -2.781418 2.770261 -2.850662 0.3 0.2 -0.3 0.000
H -3.972128 3.870711 -4.818542 -0.3 -0.4 -0.3 0.000
H -5.794648 6.112121 -4.615162 0.1 -0.1 0.3 0.000
H -2.498428 3.018911 -0.600782 0.1 0.1 -0.6 0.001
C 2.693472 -2.486619 -3.952092 -0.2 1.7 0.6 0.000
C 2.260402 -1.144249 -3.862792 0.7 -1.7 -1.2 0.000
C 2.611702 -0.346359 -2.797932 -1.5 0.9 0.5 0.000
C 3.381172 -0.867039 -1.775802 0.3 -0.5 0.3 0.000
C 3.672322 -2.219349 -1.762792 1.3 -0.5 -1.5 0.000
C 3.414822 -3.011019 -2.900892 -1.5 1.2 0.3 0.000
O 3.672102 -4.322169 -3.003182 0.7 -1.3 0.6 0.000
O 1.992072 0.891161 -2.711112 0.6 0.0 -1.0 0.000
H 2.396032 -3.108919 -4.783162 0.1 0.0 0.0 0.000
H 1.733322 -0.834209 -4.753002 -0.4 0.7 0.4 0.000
H 3.859032 -0.273209 -1.010682 -0.5 0.4 0.2 0.000
H 4.390152 -2.601749 -1.052232 -0.2 -0.1 0.4 0.000
H 3.607352 -4.685179 -2.116822 0.2 -0.4 0.1 0.000
H 1.882912 1.199511 -1.808562 0.3 -0.3 0.0 0.000
C 6.448122 2.651461 2.767188 -5.2 3.2 -0.8 0.000
C 7.249852 1.684401 2.360378 2.3 -1.1 0.3 0.000
C 6.778212 0.501381 1.860028 -1.1 -1.9 -0.5 0.000
C 5.403772 0.358141 1.601738 1.7 -0.1 0.2 0.000
C 4.525092 1.407021 1.891698 1.1 -0.4 -1.4 0.000
C 5.034802 2.612941 2.333598 0.0 -0.2 2.0 0.000
O 4.066632 3.624361 2.584418 2.2 -0.3 -0.1 0.000
O 7.626122 -0.618759 1.736608 -0.9 1.4 -0.2 0.000
H 6.790542 3.524561 3.302768 0.1 0.1 -0.2 0.000
H 8.300622 1.866381 2.531158 0.3 -0.5 0.1 0.000
H 5.129182 -0.587389 1.157928 -0.5 0.0 0.1 0.000
H 3.498752 1.284551 1.578598 -0.2 0.2 0.3 0.000
H 3.240282 3.300051 2.218938 -0.3 -0.1 0.0 0.000
H 8.427882 -0.313569 2.167478 0.4 -0.4 -0.1 0.000
C 1.898392 6.884111 -0.521952 -1.4 -1.1 -0.9 0.000
C 0.693452 6.533401 -1.143932 0.4 2.5 -0.3 0.000
C 0.264932 5.289721 -1.485592 1.1 -0.8 1.3 0.000
C 1.110482 4.206891 -1.215072 0.8 0.9 0.6 0.000
C 2.331222 4.491511 -0.554412 -1.2 0.3 -0.7 0.000
C 2.701682 5.814491 -0.227052 -0.1 -1.0 0.0 0.000
O 3.849182 6.082001 0.409988 1.1 0.1 0.5 0.000
O -1.027478 5.066851 -1.760532 -1.3 -1.3 -0.9 0.000
H 2.130212 7.908521 -0.270432 0.2 -0.1 0.0 0.000
H 0.068832 7.351161 -1.471862 -0.4 0.3 0.3 0.000
H 0.793872 3.203301 -1.457932 0.1 0.0 0.1 0.000
H 2.960432 3.669331 -0.247012 0.3 -0.1 -0.1 0.000
H 4.237042 5.259101 0.716578 0.2 -0.1 0.3 0.000
H -1.532048 5.784891 -2.149662 0.4 0.3 0.0 0.000
C -3.657378 -3.858569 0.528318 0.6 1.2 -0.8 0.001
C -3.233258 -2.508539 0.595618 -0.1 -2.5 0.4 -0.005
C -3.690508 -1.766939 1.677698 0.6 0.6 0.0 -0.043
C -4.656768 -2.198759 2.564598 0.2 -1.3 -1.9 0.041
C -5.100978 -3.505559 2.293268 -2.5 2.5 3.9 0.021
C -4.600578 -4.324359 1.396488 1.0 -0.9 -2.1 0.002
O -5.172628 -5.534829 1.253148 -0.7 -1.3 0.4 0.000
O -3.146018 -0.539469 1.896808 -0.7 1.0 1.0 -0.036
H -3.400048 -4.575479 -0.237332 0.7 0.4 -0.5 0.000
H -2.463018 -2.193859 -0.092942 -0.1 0.4 0.0 -0.001
H -5.110888 -1.476339 3.226628 -0.1 -0.4 0.3 -0.001
H -5.965928 -3.890419 2.813028 -0.1 0.0 0.4 0.001
H -4.808998 -6.047199 0.527298 0.2 0.2 -0.1 0.000
H -2.329978 -0.447339 1.399618 0.3 0.2 -0.2 0.017
C -1.524768 -4.606989 4.422748 0.5 0.9 -1.0 0.026
C -1.405638 -3.204199 4.607148 -0.4 -1.5 0.0 0.020
C -0.434808 -2.502039 3.931518 1.2 0.9 -0.7 -0.040
C 0.514362 -3.089029 3.095778 -1.7 -3.0 -0.1 0.000
C 0.255072 -4.464469 2.781738 0.9 1.1 1.1 0.001
C -0.687518 -5.230599 3.499028 0.6 1.8 -1.2 -0.001
O -0.793058 -6.573729 3.205968 -0.1 0.5 0.8 0.000
O -0.427598 -1.141439 4.006138 -1.1 0.9 1.4 -0.032
H -2.364978 -5.186029 4.776518 -0.1 0.1 0.6 0.002
H -2.098448 -2.698929 5.263748 0.0 0.2 0.0 0.002
H 1.366272 -2.562829 2.691098 -0.2 0.1 -0.2 -0.001
H 0.884982 -4.943289 2.046658 0.0 -0.2 0.0 0.000
H -1.017328 -6.850789 4.097338 -0.2 -1.3 -0.1 0.000
H 0.345312 -0.696469 3.650878 0.2 -0.5 -0.3 0.011
C -1.717468 -3.766289 -3.125452 -0.6 0.7 -1.0 0.000
C -1.111288 -4.629869 -2.304212 1.0 -0.9 1.0 0.000
C -0.140498 -4.213549 -1.386132 -1.5 -0.3 1.4 0.000
C 0.122362 -2.844269 -1.158462 -1.1 0.0 -1.5 0.000
C -0.613978 -1.916589 -1.971782 1.6 -2.5 2.0 0.000
C -1.490298 -2.440089 -2.890902 0.4 2.6 -1.3 0.000
O -1.998288 -1.489109 -3.747892 -0.7 -0.2 -0.6 0.000
O 0.277532 -5.184429 -0.490502 1.3 0.6 0.3 0.000
H -2.246548 -4.151009 -3.984792 -0.5 0.4 0.1 0.000
H -1.467988 -5.646899 -2.373632 0.6 -0.5 0.2 0.000
H 0.805532 -2.461699 -0.414612 0.1 -0.3 0.1 0.000
H -0.455348 -0.855449 -1.848412 -0.1 0.1 -0.1 0.000
H -1.335828 -0.795289 -3.784852 -0.2 0.2 -0.1 0.000
H -0.315948 -5.937099 -0.437002 -0.2 0.2 -0.3 0.000
```
Forces are in eV/Å.

=====

[2]
Below is a molecular structure, C42H42BF4GeN7ReS, with properties calculated with ωB97M-V/def2-TZVPD.

Net charge ... +3
Multiplicity ... 1
Orbital gap (alpha / beta) ... 1.997 / 1.977 eV
HOMO energy (alpha / beta) ... -13.723 / -13.723 eV

```
99
Properties=species:S:1:pos:R:3:forces:R:3:lowdin_charge:R:1
Re -0.331606 -0.673622 -0.227806 1.7 3.7 3.0 1.684
C -1.329869 -3.633347 2.862528 0.1 0.0 0.0 0.015
C -0.888295 -2.462364 2.250235 0.0 0.3 0.3 -0.071
N -1.063620 -2.234566 0.953428 -0.2 0.0 -0.6 -0.069
C -1.710328 -3.175879 0.203024 -0.1 -0.2 -0.3 -0.142
C -2.150607 -4.389402 0.731348 0.1 0.0 -0.1 -0.107
C -1.951516 -4.601254 2.110295 0.0 0.0 -0.1 0.075
C -2.754604 -5.349169 -0.147047 0.0 -0.1 0.1 0.033
C -2.902209 -5.090495 -1.465559 0.0 0.0 -0.1 0.037
C -2.535663 -3.815902 -2.009948 0.1 0.1 0.2 -0.105
C -2.736438 -3.440744 -3.355274 0.0 0.1 -0.1 0.078
C -2.454148 -2.155716 -3.755051 -0.1 -0.1 0.0 0.033
C -1.937954 -1.241474 -2.835772 0.0 0.3 -0.1 -0.026
N -1.662210 -1.594928 -1.580881 0.1 0.0 0.0 -0.047
C -1.964816 -2.863185 -1.166881 0.0 -0.2 0.2 -0.143
H -1.171056 -3.764791 3.923676 0.0 0.0 0.0 0.136
H -0.386905 -1.683303 2.810314 0.0 0.0 0.1 0.133
H -2.293037 -5.525981 2.561166 0.0 0.0 0.0 0.149
H -3.081905 -6.292872 0.271271 0.0 0.0 0.0 0.141
H -3.325855 -5.832619 -2.131189 0.0 0.0 0.0 0.143
H -3.126467 -4.170044 -4.056340 0.0 0.1 0.0 0.149
H -2.624245 -1.835931 -4.773674 0.0 0.0 0.0 0.140
H -1.748901 -0.209102 -3.109686 0.2 0.0 0.0 0.129
C 3.990350 -3.475070 -0.277366 -0.2 0.2 -0.1 -0.128
C 2.483230 -3.669766 -0.347305 0.2 -0.2 0.1 -0.144
N 1.819568 -2.349403 -0.357355 -0.2 0.3 0.3 0.030
C 2.326358 -1.370504 0.507779 1.8 -2.3 -0.5 -0.336
N 1.518328 -0.338869 0.669851 -3.3 1.3 -0.6 -0.042
C 2.001759 0.909897 1.292691 0.2 0.2 0.1 -0.152
C 3.502716 0.868770 1.518592 0.0 -0.2 -0.1 -0.109
C 3.857705 -0.486585 2.113471 0.1 0.3 0.1 -0.081
N 3.468566 -1.529941 1.149436 -1.0 0.3 -0.1 0.038
C 4.317379 -2.722924 0.999159 0.1 -0.4 -0.3 -0.088
H 4.324179 -2.908550 -1.151069 0.0 -0.1 0.0 0.119
H 4.501411 -4.436390 -0.273696 0.0 0.0 0.0 0.140
H 2.134772 -4.228958 0.522331 -0.1 0.0 0.0 0.128
H 2.187952 -4.214343 -1.240928 -0.1 0.1 0.0 0.135
H 1.786478 -1.981665 -1.301673 0.5 0.3 -0.7 0.018
H 1.479009 1.052301 2.239696 -0.1 -0.1 0.0 0.125
H 1.719171 1.739972 0.649306 -0.1 0.0 -0.1 0.118
H 3.792207 1.678241 2.187211 0.0 0.0 0.0 0.141
H 4.038318 1.004081 0.575654 0.0 0.0 0.0 0.139
H 3.321303 -0.639506 3.053491 0.1 -0.1 0.0 0.147
H 4.921882 -0.586944 2.307689 0.0 0.0 0.0 0.142
H 4.157232 -3.374422 1.861434 0.0 0.1 0.1 0.149
H 5.359265 -2.410409 1.011007 0.0 0.2 0.0 0.145
F 0.503454 0.426378 -1.797053 -0.9 -1.1 0.9 -0.154
B 0.320478 1.964012 -2.200512 0.2 1.0 -0.8 -1.139
F 0.083700 2.603633 -1.015057 0.0 -0.3 0.1 0.165
F -0.726365 1.944809 -3.066542 0.2 -0.2 0.3 0.206
F 1.550597 2.265039 -2.754003 -0.7 -0.1 0.5 0.166
C 4.777950 -1.924783 -5.979587 -0.1 0.2 0.2 -0.008
N 4.348028 -0.581904 -5.579718 -1.2 -0.6 1.2 -0.118
C 4.815529 0.582802 -6.071457 0.0 2.3 0.0 -0.038
C 4.148657 1.610702 -5.426552 1.7 -0.1 -1.7 -0.057
N 3.299386 1.045080 -4.553549 -0.7 -1.1 0.7 0.075
C 3.399407 -0.311597 -4.621029 0.9 0.9 -0.8 -0.793
S 2.561070 -1.429440 -3.714237 -0.8 -1.1 1.0 0.587
H 5.453210 -1.846789 -6.826143 0.0 0.1 0.0 0.101
H 3.915566 -2.522716 -6.256072 -0.1 0.0 0.0 0.087
H 5.288578 -2.413666 -5.153787 0.0 0.0 0.1 0.091
H 5.583375 0.628187 -6.828853 -0.1 0.0 0.1 0.135
H 4.227983 2.680178 -5.553857 0.0 -0.2 0.0 0.130
H 2.656384 1.548128 -3.928888 0.4 -0.5 -0.4 0.125
C -1.162748 0.682812 0.614263 2.2 -3.2 -2.8 -0.107
Ge -1.872497 2.265176 1.552370 -1.8 1.9 1.1 0.976
C -0.461631 3.278104 2.445175 0.0 -0.6 -0.2 -0.301
C 0.278888 4.244419 1.766124 0.1 0.0 -0.2 -0.120
C 1.241178 4.984509 2.441707 0.0 0.0 0.0 -0.052
C 1.469429 4.755769 3.794591 0.0 0.0 -0.1 -0.053
C 0.734090 3.792773 4.472571 -0.1 0.0 0.1 -0.062
C -0.233633 3.052759 3.803598 0.1 0.0 0.0 -0.112
C -3.087843 1.375241 2.821366 0.7 -0.4 -0.4 -0.284
C -3.405067 0.022956 2.668243 0.1 0.1 0.4 -0.137
C -4.180886 -0.623865 3.624467 0.0 -0.1 -0.2 -0.080
C -4.647426 0.080496 4.724435 -0.1 0.0 0.1 -0.057
C -4.332340 1.423914 4.881787 -0.1 0.1 -0.2 -0.044
C -3.578561 2.081352 3.916471 0.1 -0.1 0.0 -0.091
C -3.008896 3.409232 0.429613 0.7 -0.7 0.1 -0.281
C -2.871426 4.790021 0.518810 0.0 0.1 -0.4 -0.092
C -3.647927 5.602118 -0.303738 -0.1 -0.1 0.3 -0.048
C -4.576855 5.031908 -1.162439 0.0 0.1 0.0 -0.052
C -4.724881 3.652871 -1.228412 -0.1 -0.2 0.2 -0.064
C -3.950407 2.831871 -0.417568 0.1 0.3 -0.3 -0.111
H 0.110439 4.417596 0.708816 0.0 0.0 0.1 0.101
H 1.807289 5.743364 1.916119 0.0 0.0 0.0 0.118
H 2.212900 5.339883 4.322900 0.0 0.0 0.0 0.119
H 0.898879 3.627101 5.530459 0.0 0.0 0.0 0.116
H -0.820729 2.318556 4.344246 0.0 0.0 0.0 0.097
H -3.036871 -0.524309 1.804171 -0.1 -0.1 0.0 0.057
H -4.429386 -1.673479 3.508952 -0.1 0.1 0.0 0.104
H -5.285535 -0.409837 5.448823 0.1 0.0 0.0 0.118
H -4.688576 1.969244 5.746870 -0.1 0.0 -0.1 0.121
H -3.377976 3.142447 4.017226 0.1 0.0 0.1 0.117
H -2.167896 5.241200 1.206776 0.0 0.0 -0.1 0.097
H -3.535314 6.677783 -0.249994 -0.1 0.0 0.0 0.118
H -5.212993 5.668955 -1.763902 0.1 0.0 -0.1 0.119
H -5.460294 3.212085 -1.890082 0.0 0.1 0.0 0.112
H -4.078339 1.754637 -0.459459 0.0 0.0 0.0 0.095
```
Forces are in eV/Å.

=====

E
In order: -155872.1036, -135675.9380
Unit: eV
Strongest force on any atom
In order: 6.2, 5.0
Unit: eV/Å
Energy relative to the best compared isomer or geometry (same formula, charge and spin)
In order: 0.776, 3.434
Unit: eV